[1]
This record from OMol25 describes 2 unconnected molecules or ions with the total composition C20H37BN2O13P. The level of theory is wB97M-V/def2-TZVPD.

HOMO, Ha: -0.227
Net charge: -1
Lowest unoccupied orbital energy, eV: 2.09

Atoms and positions in Å:
1 C 6.32 -0.11 0.58
2 C 5.65 -0.39 -0.75
3 O 4.24 -0.37 -0.60
4 C 3.53 0.35 -1.60
5 C 3.60 1.87 -1.40
6 O 2.66 2.44 -0.51
7 C 1.28 2.36 -0.83
8 C 1.05 2.58 -2.34
9 O 1.24 1.41 -3.08
10 C 0.90 1.58 -4.44
11 N 0.63 3.42 -0.08
12 P -0.87 3.07 0.74
13 C -1.20 4.81 1.25
14 C -2.26 4.92 2.36
15 C -2.11 2.88 -0.62
16 C -3.50 2.56 -0.04
17 O 0.74 1.12 -0.51
18 C 1.02 0.58 0.80
19 C -0.05 -0.47 1.09
20 N -0.32 -1.36 -0.03
21 C -0.05 -2.78 0.15
22 C 0.93 -3.28 -0.91
23 C 0.25 -3.54 -2.27
24 O 1.54 -4.48 -0.40
25 H 6.43 0.96 0.75
26 H 7.30 -0.58 0.64
27 H 5.70 -0.51 1.38
28 H 5.94 -1.38 -1.13
29 H 5.95 0.34 -1.51
30 H 2.50 0.01 -1.57
31 H 3.92 0.11 -2.60
32 H 4.57 2.10 -0.94
33 H 3.57 2.37 -2.37
34 H 1.76 3.35 -2.68
35 H 0.03 2.98 -2.47
36 H 1.29 0.72 -4.98
37 H -0.19 1.63 -4.57
38 H 1.33 2.50 -4.86
39 H 0.64 4.29 -0.60
40 H -1.50 5.43 0.39
41 H -0.24 5.19 1.60
42 H -3.26 5.07 1.95
43 H -2.30 4.02 2.97
44 H -2.06 5.77 3.02
45 H -2.15 3.79 -1.24
46 H -1.76 2.06 -1.24
47 H -4.12 2.04 -0.76
48 H -3.43 1.92 0.85
49 H -4.02 3.47 0.27
50 H 0.95 1.38 1.54
51 H 2.03 0.18 0.84
52 H 0.30 -1.07 1.94
53 H -0.96 0.04 1.40
54 H -1.26 -1.21 -0.35
55 H 0.39 -2.97 1.13
56 H -0.98 -3.36 0.10
57 H 1.69 -2.51 -1.03
58 H 0.74 -2.99 -3.08
59 H -0.80 -3.24 -2.26
60 H 0.30 -4.60 -2.49
61 H 2.40 -4.58 -0.82
62 B -4.30 -3.99 2.79
63 O -3.17 -3.04 2.79
64 C -3.61 -1.82 2.55
65 O -2.95 -0.82 2.47
66 C -5.15 -1.90 2.38
67 O -5.88 -0.98 2.14
68 O -5.49 -3.17 2.53
69 O -4.13 -5.04 1.78
70 C -4.13 -6.24 2.35
71 O -4.02 -7.29 1.80
72 C -4.31 -6.01 3.88
73 O -4.36 -6.87 4.71
74 O -4.40 -4.71 4.07

Löwdin atomic charge list, values in e, 6 entries: -0.072 -0.285 -0.156 -0.183 -0.148 -0.040


[2]
This record from OMol25 describes 3 unconnected molecules or ions with the total composition C20H37BN2O7S2. The level of theory is wB97M-V/def2-TZVPD.

SMILES string: CCN(CC)C(=S)SCCCBCC(=O)N(C)C.C[C@@H]1COC(=O)O1.C[C@@H]1COC(=O)O1
HOMO, Ha: -0.314
Net charge: 0
Lowest unoccupied orbital energy, eV: -0.71

Atoms and positions in Å:
1 C -3.28 3.81 2.29
2 C -3.74 2.29 1.80
3 N -2.57 1.49 1.26
4 C -2.05 0.63 2.40
5 C -0.45 0.20 2.18
6 C -2.92 0.68 0.03
7 S -2.85 -1.02 -0.11
8 S -3.46 1.60 -1.55
9 C -1.86 2.17 -2.43
10 C -2.36 2.99 -3.76
11 C -1.16 3.72 -4.61
12 B 0.36 3.46 -4.05
13 C 1.22 4.80 -3.55
14 C 2.53 4.29 -2.64
15 O 3.59 3.79 -3.29
16 N 2.46 4.38 -1.13
17 C 2.95 3.10 -0.48
18 C 3.21 5.60 -0.59
19 H -4.05 4.63 1.97
20 H -3.17 3.86 3.46
21 H -2.21 4.04 1.83
22 H -4.59 2.42 1.01
23 H -4.22 1.74 2.73
24 H -2.05 1.34 3.36
25 H -2.74 -0.28 2.68
26 H -0.30 -0.58 1.33
27 H -0.02 -0.20 3.20
28 H 0.11 1.20 1.86
29 H -1.27 1.16 -2.68
30 H -1.30 2.83 -1.62
31 H -3.24 3.72 -3.44
32 H -2.86 2.19 -4.48
33 H -1.21 3.29 -5.72
34 H -1.43 4.87 -4.68
35 H 0.92 2.43 -3.99
36 H 0.60 5.51 -2.87
37 H 1.67 5.39 -4.46
38 H 3.05 2.22 -1.24
39 H 2.14 2.78 0.33
40 H 3.99 3.23 0.07
41 H 3.14 6.51 -1.34
42 H 4.38 5.35 -0.50
43 H 2.79 5.95 0.47
44 C -3.10 -5.82 -1.38
45 C -2.39 -5.54 -0.07
46 C -1.38 -4.44 -0.17
47 O -0.44 -4.79 0.83
48 C -0.50 -6.15 0.95
49 O 0.32 -6.83 1.55
50 O -1.60 -6.65 0.31
51 H -3.87 -6.59 -1.24
52 H -3.58 -4.92 -1.78
53 H -2.40 -6.21 -2.13
54 H -3.12 -5.35 0.72
55 H -1.82 -3.46 0.04
56 H -0.87 -4.40 -1.14
57 C 2.46 -5.05 3.29
58 C 3.46 -4.43 2.33
59 C 4.73 -4.00 3.00
60 O 5.15 -2.92 2.19
61 C 4.02 -2.38 1.64
62 O 3.98 -1.31 1.06
63 O 2.95 -3.21 1.82
64 H 1.58 -5.40 2.74
65 H 2.90 -5.90 3.83
66 H 2.10 -4.32 4.02
67 H 3.65 -5.10 1.49
68 H 5.48 -4.79 3.01
69 H 4.58 -3.63 4.02

Löwdin atomic charge list, values in e, 6 entries: -0.109 -0.257 -0.209 -0.286 -0.108 -0.920


[3]
This record from OMol25 describes 2 unconnected molecules or ions with the total composition C20H37BrFN2O6S. The level of theory is wB97M-V/def2-TZVPD.

HOMO, Ha: -0.033
Net charge: -1
Lowest unoccupied orbital energy, eV: 1.29

Atoms and positions in Å:
1 N -7.15 -3.85 -2.23
2 C -5.98 -4.07 -3.07
3 C -4.98 -5.15 -2.54
4 C -3.56 -4.58 -2.48
5 C -3.34 -3.87 -1.13
6 C -2.14 -2.90 -1.14
7 C -2.41 -1.52 -0.56
8 C -3.26 -0.65 -1.49
9 C -4.76 -0.86 -1.54
10 O -5.37 -0.57 -2.56
11 O -1.08 -0.89 -0.66
12 S -1.00 0.37 0.33
13 O -1.27 1.55 -0.42
14 O 0.21 0.38 1.07
15 O -2.26 -0.05 1.23
16 C -2.61 -1.41 0.97
17 Br -4.34 -1.95 1.66
18 C -1.59 -2.29 1.73
19 C -1.77 -2.36 3.24
20 F -2.09 -1.14 3.79
21 H -7.77 -4.65 -2.29
22 H -6.89 -3.70 -1.27
23 H -5.43 -3.14 -3.16
24 H -6.29 -4.34 -4.07
25 H -4.98 -5.96 -3.27
26 H -5.29 -5.50 -1.56
27 H -2.83 -5.39 -2.58
28 H -3.37 -3.89 -3.29
29 H -4.28 -3.42 -0.83
30 H -3.13 -4.64 -0.39
31 H -1.83 -2.74 -2.17
32 H -1.31 -3.35 -0.63
33 H -2.91 -0.86 -2.50
34 H -3.10 0.42 -1.33
35 H -5.34 -1.23 -0.69
36 H -1.64 -3.32 1.38
37 H -0.57 -1.95 1.54
38 H -2.47 -3.13 3.55
39 H -0.81 -2.65 3.66
40 C 6.11 5.19 0.93
41 C 5.65 3.80 1.40
42 C 4.54 3.97 2.45
43 C 3.20 4.44 1.90
44 C 2.96 4.00 0.45
45 C 3.79 2.78 0.01
46 N 5.19 3.08 0.20
47 O 6.03 2.03 -0.19
48 C 3.55 2.61 -1.49
49 C 3.28 1.52 0.73
50 C 6.83 3.13 2.10
51 H 6.92 5.09 0.20
52 H 6.48 5.80 1.77
53 H 5.30 5.74 0.45
54 H 4.40 3.01 2.97
55 H 4.88 4.66 3.23
56 H 2.40 4.04 2.54
57 H 3.12 5.52 1.97
58 H 1.90 3.81 0.30
59 H 3.21 4.84 -0.21
60 H 3.95 3.46 -2.04
61 H 2.48 2.53 -1.70
62 H 4.03 1.70 -1.86
63 H 2.22 1.35 0.52
64 H 3.39 1.58 1.81
65 H 3.83 0.64 0.39
66 H 7.14 3.75 2.96
67 H 7.68 3.03 1.44
68 H 6.56 2.14 2.48

Löwdin atomic charge list, values in e, 6 entries: -0.002 -0.276 -0.190 -0.208 -0.188 -0.101


[4]
This record from OMol25 describes 3 unconnected molecules or ions with the total composition C20H37FO6Si. The level of theory is wB97M-V/def2-TZVPD.

SMILES string: CC[C@@H](F)C1=C([Si](C)(C)C)C(=O)C=CC1=O.COCCOC.COCCOC
HOMO, Ha: -0.333
Net charge: 0
Lowest unoccupied orbital energy, eV: -1.20

Atoms and positions in Å:
1 C 2.59 -0.08 -1.41
2 C 1.92 0.66 -2.56
3 C 1.47 2.08 -2.20
4 F 0.47 2.50 -3.06
5 C 1.05 2.31 -0.78
6 C -0.07 1.87 -0.18
7 Si -1.50 0.94 -1.05
8 C -1.09 -0.79 -1.63
9 C -2.86 0.74 0.26
10 C -2.27 1.99 -2.42
11 C -0.18 2.16 1.28
12 O -0.55 1.32 2.08
13 C 0.29 3.53 1.69
14 C 1.39 3.97 1.07
15 C 2.02 3.12 0.03
16 O 3.23 3.06 -0.14
17 H 2.93 -1.06 -1.72
18 H 1.96 -0.17 -0.54
19 H 3.47 0.49 -1.11
20 H 2.67 0.77 -3.34
21 H 1.11 0.11 -3.03
22 H 2.33 2.72 -2.39
23 H -0.26 -1.26 -1.12
24 H -0.97 -0.83 -2.71
25 H -1.97 -1.40 -1.42
26 H -3.06 1.67 0.78
27 H -2.49 0.04 1.01
28 H -3.77 0.37 -0.19
29 H -1.92 1.67 -3.39
30 H -3.34 1.87 -2.37
31 H -1.99 3.03 -2.30
32 H -0.22 4.09 2.45
33 H 1.83 4.92 1.32
34 C 1.81 3.66 6.52
35 O 0.75 2.99 5.88
36 C 1.17 2.19 4.78
37 C 1.31 0.73 5.15
38 O 2.34 0.52 6.11
39 C 1.86 0.38 7.43
40 H 1.45 4.01 7.49
41 H 2.67 3.01 6.68
42 H 2.13 4.53 5.93
43 H 2.11 2.57 4.37
44 H 0.42 2.27 4.00
45 H 1.58 0.17 4.25
46 H 0.36 0.34 5.52
47 H 1.42 -0.61 7.58
48 H 1.12 1.14 7.67
49 H 2.71 0.49 8.10
50 C -1.09 -5.39 -5.98
51 O -1.87 -5.97 -4.96
52 C -1.27 -5.90 -3.67
53 C -1.83 -4.76 -2.85
54 O -1.53 -3.49 -3.42
55 C -2.60 -2.94 -4.16
56 H -1.73 -5.25 -6.85
57 H -0.68 -4.42 -5.68
58 H -0.26 -6.06 -6.26
59 H -0.18 -5.80 -3.76
60 H -1.48 -6.84 -3.16
61 H -1.37 -4.78 -1.86
62 H -2.91 -4.87 -2.73
63 H -3.36 -2.53 -3.48
64 H -3.06 -3.68 -4.81
65 H -2.20 -2.13 -4.76

Löwdin atomic charge list, values in e, 6 entries: -0.084 -0.169 -0.289 -0.002 -0.101 -0.077


Question: Number 4 is which compound?
Answer: C20H37FO6Si